No. 1
A cluster of 6 separate species, C30H72FN5O14PS in total in a non-equilibrium geometry. Source: the Open Molecules 2025 dataset; level of theory: wB97M-V/def2-TZVPD.

Structure (ORCA input):
```
! wB97M-V def2-TZVPD RIJCOSX def2/J DEFGRID3
* xyz -1 1
C 3.363 -0.359 0.261
C 1.869 -0.216 -0.132
C 1.095 0.860 0.681
C 0.589 2.075 -0.166
C 1.853 2.523 -0.963
O 2.977 2.718 -0.134
C 4.120 2.972 -0.943
O -0.285 1.767 -1.211
C -1.673 1.700 -1.127
O -2.179 3.015 -1.032
C -2.279 1.037 0.183
N -3.476 1.750 0.681
C -2.139 0.983 -2.469
C -3.669 0.575 -2.288
O -4.490 1.487 -2.030
O -3.974 -0.610 -2.471
N -1.433 -0.264 -2.785
C -1.133 -1.200 -1.727
C -0.309 -0.174 -3.668
C -0.343 -1.144 -4.852
O 0.680 0.517 -3.545
N -2.010 1.803 -3.720
N -1.673 3.128 -3.736
C -0.311 3.551 -3.852
C 0.313 3.401 -5.259
S -3.026 1.487 -5.000
O -4.217 2.244 -4.970
O -3.115 0.118 -5.329
F -2.180 2.142 -6.181
P 0.280 3.624 0.895
N -1.204 3.455 1.769
O 1.407 3.604 2.130
H 3.984 -0.480 -0.625
H 3.717 0.492 0.849
H 3.524 -1.244 0.874
H 1.428 -1.182 0.138
H 1.733 -0.138 -1.211
H 0.284 0.351 1.209
H 1.782 1.217 1.451
H 1.577 3.509 -1.382
H 2.016 1.869 -1.825
H 3.791 3.464 -1.866
H 4.785 3.653 -0.412
H 4.590 2.015 -1.196
H -2.956 3.095 -1.600
H -1.574 1.067 1.010
H -2.567 -0.007 0.044
H -4.252 1.102 0.731
H -3.303 2.049 1.632
H -0.687 -0.796 -0.811
H -0.430 -1.953 -2.106
H -2.027 -1.762 -1.434
H 0.563 -1.752 -4.844
H -1.216 -1.796 -4.806
H -0.428 -0.564 -5.772
H -2.361 3.812 -3.476
H -0.290 4.627 -3.649
H 0.396 3.107 -3.150
H -0.221 4.089 -5.926
H 1.356 3.724 -5.229
H 0.181 2.403 -5.671
H -1.053 3.465 2.772
H -1.782 4.249 1.526
H 1.176 2.858 2.705
C -4.054 -4.393 1.824
C -3.892 -2.881 1.762
C -4.635 -2.290 0.577
O -2.503 -2.554 1.672
H -3.647 -4.864 0.925
H -3.508 -4.803 2.676
H -5.106 -4.674 1.915
H -4.265 -2.436 2.688
H -4.246 -2.693 -0.362
H -4.505 -1.209 0.533
H -5.704 -2.509 0.628
H -2.165 -2.942 0.857
C 6.982 -2.875 1.813
C 6.492 -3.082 0.388
C 7.654 -3.288 -0.570
O 5.728 -1.953 -0.026
H 7.615 -1.986 1.876
H 6.139 -2.719 2.487
H 7.555 -3.736 2.165
H 5.826 -3.946 0.351
H 8.301 -2.407 -0.576
H 7.291 -3.426 -1.590
H 8.252 -4.159 -0.294
H 6.309 -1.183 0.002
C 10.737 1.777 -0.852
C 10.127 0.394 -1.021
C 9.791 0.111 -2.477
O 8.947 0.288 -0.225
H 10.034 2.550 -1.175
H 10.966 1.969 0.197
H 11.655 1.878 -1.434
H 10.823 -0.361 -0.652
H 9.059 0.832 -2.851
H 9.348 -0.880 -2.583
H 10.682 0.164 -3.107
H 8.319 0.949 -0.536
C -2.942 -2.863 5.894
C -4.210 -3.683 5.720
C -5.207 -3.412 6.837
O -3.882 -5.073 5.696
H -2.445 -3.119 6.835
H -2.237 -3.075 5.089
H -3.158 -1.793 5.894
H -4.666 -3.447 4.758
H -4.783 -3.686 7.807
H -6.107 -4.014 6.700
H -5.493 -2.360 6.866
H -3.477 -5.293 6.541
C -8.296 1.925 2.879
C -7.239 1.215 2.045
C -7.855 0.268 1.036
O -6.360 0.492 2.906
H -8.884 1.201 3.452
H -7.826 2.598 3.598
H -8.973 2.504 2.250
H -6.635 1.949 1.510
H -8.432 -0.521 1.532
H -7.063 -0.219 0.466
H -8.515 0.790 0.343
H -6.882 -0.161 3.383
*
```

Results
Electronic energy: -91233.185 eV
HOMO: -4.991 eV
LUMO energy: 1.85 eV
Energy above the lowest of the compared OMol25 structures with the same formula, charge and spin: 0.0 kcal/mol
Gap between HOMO and LUMO: 6.8 eV

No. 2
A structure of composition C30H73N4O16P3V in a non-equilibrium geometry. Source: the Open Molecules 2025 dataset; level of theory: wB97M-V/def2-TZVPD.

Structure (ORCA input):
```
! wB97M-V def2-TZVPD RIJCOSX def2/J DEFGRID3
* xyz 2 4
V -0.045 0.883 -0.342
C 1.247 -5.104 -3.085
C 2.081 -4.083 -2.180
O 1.485 -2.735 -2.218
P -0.141 -2.511 -2.009
O -0.440 -1.180 -1.368
O -0.660 -2.818 -3.528
C 0.061 -2.195 -4.628
C -0.863 -2.043 -5.811
O -0.722 -3.806 -1.142
C -2.104 -4.004 -0.982
C -2.287 -5.532 -0.765
H 0.178 -5.055 -2.878
H 1.472 -4.921 -4.136
H 1.635 -6.073 -2.772
H 1.987 -4.341 -1.126
H 3.120 -4.189 -2.494
H 0.467 -1.212 -4.386
H 0.911 -2.833 -4.870
H -0.380 -1.723 -6.734
H -1.483 -2.888 -6.110
H -1.568 -1.277 -5.489
H -2.429 -3.314 -0.204
H -2.652 -3.693 -1.871
H -1.987 -6.181 -1.588
H -1.799 -5.898 0.138
H -3.347 -5.535 -0.512
C 0.997 -5.426 1.499
C 1.859 -4.221 1.786
O 1.105 -3.163 1.340
P 1.816 -1.758 1.197
O 0.959 -0.561 0.927
O 2.697 -1.701 2.552
C 2.120 -1.578 3.909
C 3.376 -1.348 4.836
O 2.882 -2.112 0.029
C 4.035 -1.376 -0.052
C 4.908 -2.024 -1.140
H 0.934 -5.525 0.416
H 1.528 -6.349 1.732
H 0.065 -5.231 2.030
H 2.213 -4.266 2.816
H 2.819 -4.346 1.285
H 1.420 -0.743 3.895
H 1.501 -2.409 4.246
H 3.139 -0.689 5.671
H 3.945 -2.244 5.084
H 4.119 -0.734 4.326
H 3.667 -0.374 -0.272
H 4.578 -1.456 0.890
H 4.359 -2.427 -1.991
H 5.666 -1.355 -1.547
H 5.379 -2.899 -0.693
C -4.963 3.508 3.714
C -3.560 3.102 4.099
O -2.787 2.797 2.968
P -1.521 1.684 2.961
O -0.936 1.464 1.610
O -0.461 2.348 4.074
C 0.464 3.416 3.742
C -0.133 4.706 4.340
O -1.963 0.365 3.807
C -3.059 -0.484 3.470
C -2.539 -1.331 2.256
H -5.592 2.829 3.138
H -5.600 3.703 4.577
H -4.892 4.371 3.053
H -3.019 3.892 4.620
H -3.555 2.189 4.693
H 1.448 3.328 4.202
H 0.685 3.467 2.676
H -1.061 4.855 3.788
H -0.314 4.569 5.406
H 0.507 5.575 4.188
H -3.372 -1.081 4.327
H -3.855 0.232 3.266
H -3.331 -1.850 1.717
H -1.910 -0.757 1.575
H -1.937 -2.121 2.705
C -4.374 1.837 0.262
C -3.566 0.873 -0.688
O -2.348 0.857 -0.681
N -4.319 0.061 -1.478
C -3.770 -0.822 -2.464
H -4.727 1.306 1.145
H -5.168 2.198 -0.392
H -3.754 2.620 0.698
H -5.314 0.230 -1.456
H -3.083 -0.298 -3.127
H -4.652 -1.263 -2.928
H -3.301 -1.686 -1.994
C 3.073 3.642 -0.634
C 2.787 2.589 0.466
O 1.659 1.959 0.528
N 3.680 2.415 1.358
C 3.577 1.653 2.581
H 2.426 3.418 -1.483
H 4.109 3.737 -0.959
H 2.862 4.625 -0.214
H 4.529 2.949 1.239
H 3.264 2.187 3.478
H 4.603 1.363 2.806
H 3.013 0.721 2.530
C -0.425 5.214 0.113
C -1.006 4.209 -0.835
O -0.632 3.000 -0.814
N -1.985 4.582 -1.612
C -2.604 3.802 -2.671
H 0.660 5.174 0.019
H -0.584 5.005 1.171
H -0.877 6.170 -0.148
H -2.302 5.506 -1.354
H -2.088 2.857 -2.843
H -2.545 4.408 -3.574
H -3.611 3.653 -2.281
C 0.154 2.285 -4.293
C 1.077 1.458 -3.453
O 0.826 1.063 -2.320
N 2.216 1.147 -4.065
C 3.299 0.208 -3.550
H 0.471 2.320 -5.336
H -0.010 3.247 -3.807
H -0.807 1.807 -4.483
H 2.387 1.562 -4.970
H 4.083 -0.046 -4.262
H 2.813 -0.706 -3.207
H 3.718 0.700 -2.672
*
```

Results
Electronic energy: -124566.810 eV
HOMO (alpha / beta): -11.320 / -14.004 eV
LUMO energy (alpha / beta): -3.54 / -3.54 eV
Gap between HOMO and LUMO (alpha / beta): 7.8 / 10.5 eV